(1)
ORCA calculation (ωB97M-V/def2-TZVPD) on a 4-piece molecular cluster, C3H15N2O3S overall at a distorted geometry.

The geometry in XYZ format:
```
24
Properties=species:S:1:pos:R:3:mulliken_charge:R:1
C -0.89180 0.46346 0.41423 -0.242
C -1.83654 0.01394 -0.80223 -0.853
S -1.19032 -0.98222 -2.12902 -0.154
N -0.96697 -0.64426 1.45324 -0.379
C -0.37369 -1.90439 1.10404 0.130
N 1.06439 -1.87782 1.29201 -0.589
H -0.95988 1.48465 0.92840 0.441
H 0.16870 0.62340 0.13161 0.016
H -2.79702 -0.43539 -0.43458 0.406
H -2.42345 1.02814 -0.96930 0.370
H -1.90688 -0.56665 1.74844 0.238
H -0.73304 -2.66971 1.78978 0.317
H -0.63391 -2.05798 -0.14120 -0.102
H 1.46970 -0.96510 1.14309 0.196
H 1.58679 -2.47126 0.67169 0.251
H 0.59337 0.84848 -2.10302 0.242
H 1.86937 0.21834 -2.63852 0.362
O 1.59683 1.03131 -2.14076 -0.709
H 0.20154 2.48599 3.13052 0.310
H -0.77048 1.40516 2.97171 0.359
O -0.70918 2.32567 3.20134 -0.654
H 3.19900 1.18060 0.36994 0.283
H 2.86060 1.54781 -1.14272 0.429
O 3.51871 1.67747 -0.42366 -0.668
```

Properties
ΔE to the lowest compared entry with this formula, charge and spin, kJ/mol: 0.0
E_HOMO (spin up / spin down), eV: -9.0 / -9.4
2S+1: 2
⟨S²⟩: 0.76

(2)
ORCA calculation (ωB97M-V/def2-TZVPD) on a 4-piece molecular cluster, C3H15NO3 overall at a distorted geometry.

The geometry in XYZ format:
```
22
Properties=species:S:1:pos:R:3:mulliken_charge:R:1
C 0.60959 1.96185 -0.45145 -0.775
C 0.69704 2.14068 1.06029 -0.306
C -0.59194 1.73845 1.74107 -1.912
N 0.72855 0.54795 -0.78729 -0.833
H 1.37177 2.53644 -0.97765 0.366
H -0.37390 2.28784 -0.78034 0.306
H 0.75750 3.22893 1.20801 0.256
H 1.55955 1.70161 1.53787 0.470
H -1.46615 2.07942 1.18758 0.311
H -0.57797 1.97940 2.79571 0.560
H -0.70782 0.65306 1.76119 0.478
H 1.51208 0.10594 -0.32062 0.252
H 0.76549 0.26282 -1.75652 0.260
H -1.60055 -4.18060 -0.30694 0.721
H -1.00401 -2.77659 -0.37499 0.088
O -0.77315 -3.71710 -0.51297 -1.257
H -2.14220 -1.29104 0.15635 0.555
H -1.01140 -0.41793 -0.49112 0.049
O -1.87047 -0.84828 -0.66771 -0.351
H 1.36143 -2.51794 -0.56120 0.415
H 1.03841 -2.95596 -1.99932 0.396
O 1.71815 -2.51892 -1.45997 -1.049
```

Properties
ΔE to the lowest compared entry with this formula, charge and spin, kJ/mol: 10.4
E_HOMO (spin up / spin down), eV: 0.9 / -6.3
Charge: -1
2S+1: 2
⟨S²⟩: 0.75

(3)
ORCA calculation (ωB97M-V/def2-TZVPD) on a 4-piece molecular cluster, C3H15NO3 overall at a distorted geometry.

The geometry in XYZ format:
```
22
Properties=species:S:1:pos:R:3:mulliken_charge:R:1
C -1.32960 -0.11524 1.73294 -0.937
C -1.73377 0.54984 0.38346 -0.554
C -0.57173 0.74289 -0.54786 -0.110
N -1.07734 1.00782 -1.89426 -0.565
H -1.92831 0.23153 2.57448 0.354
H -0.28294 0.09145 1.93549 0.104
H -1.55188 -1.17235 1.62602 0.282
H -2.58957 0.00311 -0.00839 0.343
H -2.21571 1.49219 0.67966 0.328
H 0.06771 -0.14893 -0.47917 0.310
H 0.17961 1.50770 -0.29416 0.088
H -0.38749 1.42881 -2.49252 0.197
H -1.97756 1.45397 -1.87612 0.184
O 0.42603 -1.56896 -2.65686 -0.658
H 1.22852 -1.35865 -3.13740 0.304
H -0.36487 -1.31631 -3.13726 0.314
O 2.89052 -1.67582 1.83119 -0.620
H 2.15909 -2.19070 2.20431 0.309
H 2.44518 -1.43732 1.00970 0.324
O 2.55406 0.73091 0.97898 -0.644
H 1.73778 0.75589 1.48677 0.322
H 2.32228 0.98816 0.08101 0.324
```

Properties
ΔE to the lowest compared entry with this formula, charge and spin, kJ/mol: 148.3
E_HOMO, eV: -9.2
Structure (SMILES): CCCN.O.O.O
2S+1: 1

(4)
ORCA calculation (ωB97M-V/def2-TZVPD) on a 4-piece molecular cluster, C3H15NO3S overall at a distorted geometry.

The geometry in XYZ format:
```
23
Properties=species:S:1:pos:R:3:mulliken_charge:R:1
C -0.36708 -1.90410 -1.20489 -0.900
N -0.36748 -0.67775 -0.40533 -0.196
C -1.49980 -0.50963 0.52378 -0.707
C -2.10784 0.89944 0.42871 -0.456
S -2.87303 1.42971 1.97112 -0.243
H -1.18267 -2.55502 -0.99780 0.361
H 0.54585 -2.47993 -1.01655 0.289
H -0.34622 -1.69669 -2.26726 0.296
H 0.46623 -0.66518 0.14347 0.098
H -2.27526 -1.20848 0.25879 0.296
H -1.15309 -0.68410 1.53598 0.354
H -1.36399 1.60686 0.06221 0.341
H -2.84164 0.92941 -0.38030 0.347
H -2.43270 0.49647 2.81740 0.100
O 2.50133 2.99550 2.25837 -0.624
H 1.91557 3.62583 1.83842 0.317
H 1.96486 2.24256 2.51160 0.307
O 0.47900 0.87153 -3.07824 -0.669
H 0.38061 0.44363 -2.21596 0.378
H 1.40045 1.15807 -3.10006 0.313
O 2.93065 -1.05239 0.03438 -0.636
H 2.82947 -1.60061 0.82693 0.322
H 3.39675 -1.66513 -0.54476 0.310
```

Properties
ΔE to the lowest compared entry with this formula, charge and spin, kJ/mol: 72.8
E_HOMO, eV: -9.1
Structure (SMILES): CNCCS.O.O.O
2S+1: 1

(5)
ORCA calculation (ωB97M-V/def2-TZVPD) on a 4-piece molecular cluster, C3H15NO4 overall at a distorted geometry.

The geometry in XYZ format:
```
23
Properties=species:S:1:pos:R:3:mulliken_charge:R:1
C -1.07955 0.49037 0.46380 -2.142
C 0.34581 0.34568 0.66131 0.222
C 0.70761 1.77463 1.11789 -1.542
O 1.06770 0.29495 -0.44417 -0.088
N -1.82948 -0.60292 -0.11688 -0.065
H -1.61308 0.82676 1.39285 -0.143
H -1.47051 1.40961 -0.21426 0.219
H 0.61918 -0.37651 1.52837 0.472
H 0.20945 1.92805 2.11738 0.532
H 1.79978 1.91740 0.95554 0.411
H 0.13751 2.43709 0.41258 0.262
H 1.22904 -0.67839 -0.66187 0.106
H -2.59198 -0.28258 -0.66653 0.696
H -2.22422 -1.27244 0.51341 0.410
H 1.56325 -4.55690 3.43246 0.399
H 3.04245 -4.63615 3.75597 0.349
O 2.28712 -5.09121 3.40400 -0.833
H -0.14214 3.07601 -3.06422 0.424
H -0.37828 4.44646 -3.63192 0.446
O -0.21212 3.61128 -3.90184 -1.034
H -0.48055 -1.55749 -3.16353 0.351
H -0.62924 -1.44826 -1.60327 0.283
O -0.35776 -2.05542 -2.28706 -0.735
```

Properties
ΔE to the lowest compared entry with this formula, charge and spin, kJ/mol: 207.7
E_HOMO (spin up / spin down), eV: 0.9 / -6.1
Charge: -1
2S+1: 2
⟨S²⟩: 0.75

(6)
ORCA calculation (ωB97M-V/def2-TZVPD) on a 4-piece molecular cluster, C3H15NO4 overall at a distorted geometry.

The geometry in XYZ format:
```
23
Properties=species:S:1:pos:R:3:mulliken_charge:R:1
C 1.05130 1.03138 -2.39665 -1.141
C -0.02736 0.05874 -1.97495 -0.539
N -0.26759 0.04905 -0.54962 -0.222
C -1.35860 -0.87361 -0.20479 -0.488
O -1.00426 -2.19278 -0.41693 -0.543
H 0.89722 1.20495 -3.42702 0.420
H 0.96914 2.00608 -1.87180 0.204
H 2.05690 0.63390 -2.30041 0.320
H 0.15987 -0.92476 -2.32547 0.401
H -0.96663 0.32509 -2.48937 0.372
H 0.58284 -0.25491 -0.12301 0.151
H -1.62167 -0.73129 0.80554 0.262
H -2.10807 -0.66941 -0.95516 0.442
H -0.28737 -2.38898 0.19321 0.394
O 0.47022 0.26258 3.16699 -0.604
H 0.11265 0.25624 3.99145 0.274
H 0.10868 1.09212 2.81162 0.307
O 0.77339 -1.88283 1.69668 -0.641
H 1.03332 -1.09894 2.22481 0.337
H 1.05561 -2.71618 2.11065 0.255
O -0.62943 2.27705 1.07932 -0.735
H -0.65009 1.49909 0.40431 0.488
H -0.35006 3.03741 0.55060 0.284
```

Properties
ΔE to the lowest compared entry with this formula, charge and spin, kJ/mol: 67.4
E_HOMO, eV: -9.4
Structure (SMILES): CCNCO.O.O.O
2S+1: 1

(7)
ORCA calculation (ωB97M-V/def2-TZVPD) on a 4-piece molecular cluster, C3H15NO4 overall at a distorted geometry.

The geometry in XYZ format:
```
23
Properties=species:S:1:pos:R:3:mulliken_charge:R:1
C 2.09023 -1.85883 -0.13608 -0.960
C 1.53110 -0.51457 -0.70546 -0.358
N 0.24677 -0.23470 0.02349 -0.236
C -0.93219 -0.96200 -0.33232 -0.478
O -1.69824 -0.53522 -1.48681 -0.537
H 2.98118 -1.74471 0.47444 0.360
H 1.97282 -2.59921 -0.95520 0.327
H 1.36667 -2.26819 0.60705 0.405
H 2.24925 0.27610 -0.67349 0.377
H 1.37457 -0.60742 -1.78077 0.274
H -0.02332 0.76754 -0.14955 0.155
H -1.46181 -0.96240 0.63450 0.290
H -0.56116 -1.88262 -0.63165 0.346
H -1.77791 0.50828 -1.45433 0.354
O 1.03475 2.43153 1.88601 -0.624
H 0.17625 2.90592 1.67244 0.324
H 1.71756 2.94019 1.53097 0.297
O -3.45897 2.86523 -1.78183 -0.658
H -4.44360 2.94291 -1.54387 0.330
H -3.57226 2.35934 -2.63489 0.329
O 0.30075 -1.48792 2.77909 -0.675
H 0.16007 -0.60721 2.71737 0.274
H 0.72751 -1.73205 1.94086 0.086
```

Properties
ΔE to the lowest compared entry with this formula, charge and spin, kJ/mol: 244.8
E_HOMO, eV: -9.2
Structure (SMILES): CCNCO.O.O.O
2S+1: 1

(8)
ORCA calculation (ωB97M-V/def2-TZVPD) on a 6-piece molecular cluster, C3H15NO4 overall at a distorted geometry.

The geometry in XYZ format:
```
23
Properties=species:S:1:pos:R:3:mulliken_charge:R:1
N -1.58276 0.40395 -1.22413 -0.564
C -1.03189 2.05399 2.04478 -0.314
C 1.28208 1.08774 1.66027 -0.470
C 0.08490 1.68627 1.25743 -0.061
H -2.37055 0.78089 -1.74591 0.193
H -0.98132 -0.14888 -1.80145 0.290
H -0.87493 1.97432 3.15626 0.324
H -2.02134 2.42127 1.60580 0.294
H 1.90453 0.67139 1.00125 0.484
H 1.42357 0.94777 2.76264 0.220
H 0.07474 1.92495 0.24938 0.346
H 0.82813 -1.90103 -0.59194 0.470
H 1.41300 -1.45008 0.73968 0.213
O 0.78143 -2.01793 0.32751 -0.670
H -1.43488 0.06613 1.90524 0.277
H -1.02415 -1.08398 0.97057 0.336
O -1.77520 -0.82370 1.56779 -0.671
H 2.54848 0.23076 -2.88594 0.269
H 1.26641 -0.49986 -2.35414 0.433
O 1.82481 0.36096 -2.25671 -0.711
H 0.32503 -1.96038 -3.14919 0.164
H -1.84928 -0.23080 -0.53100 0.215
O 0.39913 -1.71158 -2.20574 -1.067
```

Properties
ΔE to the lowest compared entry with this formula, charge and spin, kJ/mol: 669.1
E_HOMO, eV: -7.8
2S+1: 1

(9)
ORCA calculation (ωB97M-V/def2-TZVPD) on a 5-piece molecular cluster, C3H15NO4 overall at a distorted geometry.

The geometry in XYZ format:
```
23
Properties=species:S:1:pos:R:3:mulliken_charge:R:1
C 1.19245 -1.47604 -0.18900 -0.595
C 2.36429 -1.22502 -0.78665 0.759
C 3.70106 -1.89547 -0.32023 -1.235
N 2.47386 -0.58213 -2.02162 -0.507
H 0.32997 -0.84423 -0.37695 -0.048
H 1.10338 -2.16081 0.63955 0.245
H 4.39710 -1.12067 -0.03909 0.328
H 4.15597 -2.37688 -1.18108 0.337
H 3.47191 -2.65900 0.39347 0.316
H 3.27409 0.00037 -2.19044 0.245
H 1.57072 -0.16026 -2.20811 0.218
O -3.21750 3.27644 3.01947 -0.650
H -3.46097 2.37538 2.75942 0.412
H -2.38943 3.61833 2.69455 0.282
O -0.41449 1.76588 -1.62026 -0.633
H -0.69428 2.64368 -1.33714 0.309
H -1.24476 1.27317 -1.52149 0.320
O -3.69370 0.92336 1.71004 -0.671
H -4.59869 0.61713 1.59454 0.309
H -3.23628 0.71852 0.88879 0.315
O -1.77870 -0.55120 0.03901 -0.652
H -2.39152 -1.22186 -0.27347 0.324
H -0.91447 -0.93871 0.32671 0.273
```

Properties
ΔE to the lowest compared entry with this formula, charge and spin, kJ/mol: 144.0
E_HOMO, eV: -8.5
Structure (SMILES): C=C(C)N.O.O.O.O
2S+1: 1

(10)
ORCA calculation (ωB97M-V/def2-TZVPD) on a 5-piece molecular cluster, C3H15NO5S2 overall at a distorted geometry.

The geometry in XYZ format:
```
26
Properties=species:S:1:pos:R:3:mulliken_charge:R:1
N 1.80795 1.83522 -0.73809 -0.408
C 0.87767 1.11840 0.11077 0.290
O 0.73070 1.49535 1.25982 -0.616
C 0.21119 0.00241 -0.51563 0.436
C -1.34562 0.23694 -0.62708 -0.464
S -2.08865 0.17184 -2.22954 -0.116
S -0.40488 0.54941 -3.34589 -0.238
H 2.05109 1.56994 -1.68540 0.182
H 2.39339 2.36915 -0.21843 0.255
H 0.65363 -0.35129 -1.42521 1.107
H 0.38297 -0.83883 0.34292 -1.288
H -1.62068 1.26309 -0.27317 0.363
H -1.96571 -0.37337 0.21834 0.223
H -0.71724 -0.26333 -4.38026 0.199
O 1.44948 -1.92569 1.89726 -0.587
H 1.56552 -1.83539 2.85330 0.267
H 0.79593 -1.37276 1.61824 0.441
O -0.53567 4.18482 0.74156 -0.635
H -0.89047 4.25819 1.51509 0.244
H 0.13883 3.46615 0.34949 0.359
O 0.51149 -3.11053 -1.59172 -0.660
H 0.96558 -3.04222 -0.73343 0.318
H -0.48155 -2.96373 -1.43275 0.322
O -1.35562 -1.89475 2.44626 -0.612
H -2.14540 -1.73114 2.94405 0.287
H -0.98393 -2.81790 2.89950 0.331
```

Properties
ΔE to the lowest compared entry with this formula, charge and spin, kJ/mol: 109.5
E_HOMO, eV: -8.5
Structure (SMILES): NC(=O)CCSS.O.O.O.O
2S+1: 1

The highest ΔE to the lowest compared entry with this formula, charge and spin belongs to which entry?
number 8

ΔE to the lowest compared entry with this formula, charge and spin of number 7 (C3H15NO4)?
244.8 kJ/mol

Among the records above, which one has the highest ΔE to the lowest compared entry with this formula, charge and spin?
number 8

Look up the ΔE to the lowest compared entry with this formula, charge and spin of the second one.
10.4 kJ/mol